# C70H80N18O10

18 unconnected molecules or ions with the total composition C70H80N18O10 in a non-equilibrium geometry (ωB97M-V/def2-TZVPD, OMol25).

Bonds (Å) are listed after each position.
Element x y z (Å)
1 C -5.97 -1.15 -2.14  N2 1.494, H5 1.091, H6 1.099, H7 1.083
2 N -4.66 -0.62 -2.61  C1 1.494, O3 1.277, O4 1.194
3 O -3.62 -0.64 -1.86  N2 1.277
4 O -4.57 -0.17 -3.72  N2 1.194
5 H -6.05 -0.82 -1.10  C1 1.091
6 H -5.97 -2.24 -2.32  C1 1.099
7 H -6.69 -0.58 -2.71  C1 1.083
8 C 1.25 0.16 -0.10  N9 1.513, H12 1.065, H13 1.096, H14 1.099
9 N 0.39 1.20 0.58  C8 1.513, O10 1.194, O11 1.253
10 O 0.87 2.17 1.07  N9 1.194
11 O -0.82 0.88 0.67  N9 1.253
12 H 0.70 -0.74 -0.22  C8 1.065
13 H 2.23 0.14 0.41  C8 1.096
14 H 1.44 0.50 -1.12  C8 1.099
15 C 4.29 2.33 -4.39  N16 1.509, H19 1.120, H20 1.088, H21 1.074
16 N 4.03 1.32 -3.30  C15 1.509, O17 1.239, O18 1.194
17 O 4.93 1.15 -2.47  N16 1.239
18 O 2.99 0.74 -3.33  N16 1.194
19 H 4.26 3.38 -3.98  C15 1.120
20 H 3.52 2.24 -5.15  C15 1.088
21 H 5.30 2.13 -4.71  C15 1.074
22 C 0.49 2.72 3.85  N23 1.520, H26 1.072, H27 1.077, H28 1.092
23 N 1.99 2.97 3.78  C22 1.520, O24 1.198, O25 1.222
24 O 2.72 2.24 4.38  N23 1.198
25 O 2.36 4.00 3.24  N23 1.222
26 H 0.22 1.69 3.96  C22 1.072
27 H 0.10 3.23 2.98  C22 1.077
28 H 0.24 3.20 4.80  C22 1.092
29 C 5.74 1.98 2.57  N30 1.481, H33 1.109, H34 1.064, H35 1.080
30 N 5.54 0.69 1.88  C29 1.481, O31 1.202, O32 1.217
31 O 6.50 0.05 1.55  N30 1.202
32 O 4.38 0.39 1.66  N30 1.217
33 H 6.57 1.81 3.29  C29 1.109
34 H 4.82 2.21 3.05  C29 1.064
35 H 6.05 2.76 1.89  C29 1.080
36 N -3.69 -3.96 -6.45  C37 1.320, C41 1.344
37 C -3.26 -2.78 -6.03  N36 1.320, C38 1.421, H42 1.072
38 C -2.91 -2.56 -4.67  C37 1.421, C39 1.387, H43 1.068
39 C -2.95 -3.62 -3.78  C38 1.387, C40 1.399, H44 1.089
40 C -3.35 -4.89 -4.23  C39 1.399, C41 1.401, H45 1.067
41 C -3.74 -4.97 -5.57  N36 1.344, C40 1.401, H46 1.115
42 H -3.37 -1.96 -6.71  C37 1.072
43 H -2.53 -1.62 -4.35  C38 1.068
44 H -2.69 -3.53 -2.73  C39 1.089
45 H -3.50 -5.74 -3.60  C40 1.067
46 H -4.12 -5.95 -5.94  C41 1.115
47 N -1.70 5.86 2.80  C48 1.350, C52 1.322
48 C -2.55 4.95 2.29  N47 1.350, C49 1.401, H53 1.096
49 C -2.18 4.16 1.19  C48 1.401, C50 1.381, H54 1.059
50 C -0.91 4.27 0.65  C49 1.381, C51 1.372, H55 1.084
51 C -0.09 5.23 1.20  C50 1.372, C52 1.382, H56 1.109
52 C -0.52 6.06 2.22  N47 1.322, C51 1.382, H57 1.068
53 H -3.54 4.81 2.75  C48 1.096
54 H -2.91 3.51 0.79  C49 1.059
55 H -0.43 3.62 -0.07  C50 1.084
56 H 0.95 5.33 0.83  C51 1.109
57 H 0.10 6.83 2.61  C52 1.068
58 N 4.93 6.16 0.10  C59 1.347, C63 1.328
59 C 4.03 5.50 0.85  N58 1.347, C60 1.384, H64 1.058
60 C 3.88 4.13 0.74  C59 1.384, C61 1.388, H65 1.074
61 C 4.69 3.42 -0.14  C60 1.388, C62 1.379, H66 1.084
62 C 5.56 4.08 -0.98  C61 1.379, C63 1.398, H67 1.111
63 C 5.59 5.47 -0.83  N58 1.328, C62 1.398, H68 1.079
64 H 3.35 6.04 1.45  C59 1.058
65 H 3.14 3.58 1.28  C60 1.074
66 H 4.61 2.34 -0.19  C61 1.084
67 H 6.12 3.50 -1.74  C62 1.111
68 H 6.17 5.99 -1.58  C63 1.079
69 N 0.69 -1.59 -3.73  C70 1.307, C74 1.335
70 C 1.17 -1.30 -4.91  N69 1.307, C71 1.360, H75 1.078
71 C 0.60 -0.40 -5.75  C70 1.360, C72 1.406, H76 1.091
72 C -0.56 0.30 -5.37  C71 1.406, C73 1.373, H77 1.083
73 C -0.90 0.07 -4.06  C72 1.373, C74 1.350, H78 1.083
74 C -0.36 -0.90 -3.29  N69 1.335, C73 1.350, H79 1.086
75 H 2.09 -1.79 -5.20  C70 1.078
76 H 1.02 -0.28 -6.75  C71 1.091
77 H -1.14 0.95 -6.01  C72 1.083
78 H -1.73 0.57 -3.57  C73 1.083
79 H -0.83 -1.15 -2.34  C74 1.086
80 N -5.21 -0.42 1.27  C81 1.355, C85 1.365
81 C -6.18 -0.28 2.21  N80 1.355, C82 1.381, H86 1.075
82 C -5.94 0.32 3.43  C81 1.381, C83 1.388, H87 1.079
83 C -4.66 0.78 3.71  C82 1.388, C84 1.352, H88 1.116
84 C -3.73 0.65 2.75  C83 1.352, C85 1.386, H89 1.100
85 C -3.97 0.10 1.49  N80 1.365, C84 1.386, H90 1.117
86 H -7.20 -0.56 2.03  C81 1.075
87 H -6.77 0.38 4.12  C82 1.079
88 H -4.45 1.23 4.71  C83 1.116
89 H -2.71 1.02 2.94  C84 1.100
90 H -3.25 0.21 0.65  C85 1.117
91 N -6.36 -2.49 6.55  C92 1.352, C96 1.331
92 C -5.21 -2.53 7.25  N91 1.352, C93 1.395, H97 1.100
93 C -3.97 -2.76 6.66  C92 1.395, C94 1.363, H98 1.075
94 C -3.85 -3.10 5.35  C93 1.363, C95 1.355, H99 1.074
95 C -5.01 -3.16 4.64  C94 1.355, C96 1.390, H100 1.107
96 C -6.21 -2.88 5.29  N91 1.331, C95 1.390, H101 1.108
97 H -5.24 -2.25 8.32  C92 1.100
98 H -3.11 -2.79 7.32  C93 1.075
99 H -2.88 -3.18 4.89  C94 1.074
100 H -5.01 -3.34 3.55  C95 1.107
101 H -7.11 -2.77 4.66  C96 1.108
102 N -1.22 -5.00 -0.68  C103 1.337, C107 1.346
103 C -2.36 -5.70 -0.69  N102 1.337, C104 1.399, H108 1.112
104 C -3.64 -5.16 -0.47  C103 1.399, C105 1.382, H109 1.084
105 C -3.74 -3.86 -0.01  C104 1.382, C106 1.414, H110 1.089
106 C -2.54 -3.10 0.03  C105 1.414, C107 1.373, H111 1.092
107 C -1.36 -3.71 -0.31  N102 1.346, C106 1.373, H112 1.113
108 H -2.29 -6.78 -0.92  C103 1.112
109 H -4.49 -5.82 -0.60  C104 1.084
110 H -4.63 -3.24 0.06  C105 1.089
111 H -2.62 -2.02 0.13  C106 1.092
112 H -0.41 -3.14 -0.29  C107 1.113
113 N 0.70 2.81 -2.62  C114 1.325, C118 1.345
114 C 0.21 3.46 -3.66  N113 1.325, C115 1.397, H119 1.087
115 C 0.65 4.72 -4.06  C114 1.397, C116 1.356, H120 1.096
116 C 1.62 5.33 -3.34  C115 1.356, C117 1.393, H121 1.120
117 C 2.11 4.68 -2.21  C116 1.393, C118 1.373, H122 1.070
118 C 1.69 3.40 -1.93  N113 1.345, C117 1.373, H123 1.064
119 H -0.59 2.99 -4.22  C114 1.087
120 H 0.13 5.16 -4.93  C115 1.096
121 H 1.90 6.39 -3.59  C116 1.120
122 H 2.93 5.12 -1.67  C117 1.070
123 H 2.02 2.83 -1.09  C118 1.064
124 N -3.38 5.79 -3.76  C125 1.345, C129 1.336
125 C -4.01 6.03 -2.60  N124 1.345, C126 1.367, H130 1.097
126 C -4.25 5.05 -1.68  C125 1.367, C127 1.391, H131 1.096
127 C -4.01 3.71 -1.97  C126 1.391, C128 1.374, H132 1.058
128 C -3.43 3.49 -3.20  C127 1.374, C129 1.372, H133 1.123
129 C -3.07 4.52 -4.04  N124 1.336, C128 1.372, H134 1.082
130 H -4.39 7.03 -2.35  C125 1.097
131 H -4.54 5.34 -0.67  C126 1.096
132 H -4.28 2.97 -1.26  C127 1.058
133 H -3.19 2.43 -3.45  C128 1.123
134 H -2.57 4.35 -4.99  C129 1.082
135 N 0.29 -0.52 3.14  C136 1.352, C140 1.311
136 C -0.67 -1.42 2.83  N135 1.352, C137 1.389, H141 1.085
137 C -0.28 -2.71 2.50  C136 1.389, C138 1.397, H142 1.139
138 C 1.05 -3.13 2.58  C137 1.397, C139 1.358, H143 1.105
139 C 1.99 -2.18 2.81  C138 1.358, C140 1.404, H144 1.071
140 C 1.54 -0.90 3.18  N135 1.311, C139 1.404, H145 1.104
141 H -1.69 -1.09 2.66  C136 1.085
142 H -1.11 -3.44 2.21  C137 1.139
143 H 1.36 -4.12 2.22  C138 1.105
144 H 3.02 -2.43 2.93  C139 1.071
145 H 2.26 -0.16 3.58  C140 1.104
146 N 5.94 -4.30 -4.08  C147 1.321, C151 1.378
147 C 7.09 -4.18 -4.71  N146 1.321, C148 1.378, H152 1.090
148 C 7.96 -3.13 -4.52  C147 1.378, C149 1.377, H153 1.070
149 C 7.66 -2.19 -3.55  C148 1.377, C150 1.369, H154 1.112
150 C 6.44 -2.22 -2.93  C149 1.369, C151 1.401, H155 1.124
151 C 5.60 -3.32 -3.18  N146 1.378, C150 1.401, H156 1.093
152 H 7.38 -4.90 -5.48  C147 1.090
153 H 8.87 -3.02 -5.07  C148 1.070
154 H 8.32 -1.35 -3.26  C149 1.112
155 H 6.01 -1.36 -2.36  C150 1.124
156 H 4.55 -3.40 -2.87  C151 1.093
157 N -1.06 -2.84 8.38  C158 1.375, C162 1.339
158 C -0.94 -1.65 7.72  N157 1.375, C159 1.368, H163 1.103
159 C -0.29 -1.57 6.52  C158 1.368, C160 1.343, H164 1.085
160 C 0.05 -2.69 5.86  C159 1.343, C161 1.380, H165 1.110
161 C -0.05 -3.92 6.49  C160 1.380, C162 1.375, H166 1.091
162 C -0.61 -3.93 7.74  N157 1.339, C161 1.375, H167 1.104
163 H -1.27 -0.77 8.30  C158 1.103
164 H -0.12 -0.61 6.04  C159 1.085
165 H 0.41 -2.61 4.81  C160 1.110
166 H 0.35 -4.85 6.10  C161 1.091
167 H -0.71 -4.83 8.38  C162 1.104
168 N 4.29 -4.02 0.79  C169 1.328, C173 1.304
169 C 3.35 -4.66 0.09  N168 1.328, C170 1.405, H174 1.103
170 C 2.65 -3.98 -0.91  C169 1.405, C171 1.405, H175 1.075
171 C 2.88 -2.62 -1.20  C170 1.405, C172 1.383, H176 1.055
172 C 3.80 -2.01 -0.37  C171 1.383, C173 1.386, H177 1.084
173 C 4.47 -2.74 0.60  N168 1.304, C172 1.386, H178 1.096
174 H 3.17 -5.73 0.30  C169 1.103
175 H 1.85 -4.50 -1.40  C170 1.075
176 H 2.33 -2.09 -1.93  C171 1.055
177 H 4.02 -0.96 -0.47  C172 1.084
178 H 5.19 -2.22 1.25  C173 1.096

- gap between HOMO and LUMO (eV) = 9.1
- charge = 0
- highest occupied orbital energy (Ha) = -0.343
- strongest force on any atom (eV Å⁻¹) = 3.674

Here are the Löwdin charges for atoms 1 to 6, given in e:
1. C 0.06
2. N -0.39
3. O -0.01
4. O 0.07
5. H 0.07
6. H 0.11